# C72H52AsCsI2N10O2S

A structure of composition C72H52AsCsI2N10O2S (ωB97M-V with the def2-TZVPD basis set, OMol25).

Geometry as XYZ:
```
141
Properties=species:S:1:pos:R:3:forces:R:3:lowdin_charge:R:1
Cs -0.22120 0.11010 0.50150 2.1105 -1.6581 -0.4964 1.07
C -3.82130 -1.49950 3.21540 -0.1210 -0.1707 0.4145 -0.04
C -3.02540 -0.66430 2.42560 0.3351 -0.1444 -0.1434 -0.21
N -1.92440 -0.07630 2.84710 -0.4742 -0.3733 -0.3644 -0.01
C -1.43360 -0.39310 4.05790 -0.2184 -0.4699 0.8841 -0.17
C -2.14270 -1.28480 4.92340 -0.0262 0.3308 -0.2559 -0.17
C -3.39210 -1.77520 4.48270 -0.0111 0.1329 -0.3153 -0.01
C -1.61320 -1.66530 6.16220 0.1661 -0.1765 0.5211 -0.10
C -0.35250 -1.23170 6.51280 -0.5281 -0.3322 0.1056 -0.12
C 0.37190 -0.39690 5.69150 0.1510 0.2951 -0.1611 -0.05
C -0.12730 0.09530 4.46180 0.5277 -0.0306 0.3836 -0.24
N 0.56790 0.84110 3.61200 -0.4488 0.1121 -0.8710 0.09
C 1.79080 1.33230 3.86910 0.1076 0.1286 0.5191 -0.24
C 2.23370 1.85740 5.09320 -0.4207 -0.0441 -0.2473 -0.07
C 3.56410 2.18870 5.31870 0.5011 -0.0083 -0.0355 -0.12
C 4.51700 2.01760 4.34490 0.0851 0.1921 0.3731 -0.09
C 4.10950 1.63490 3.05560 -0.3411 -0.1571 -0.1329 -0.18
C 5.01530 1.50410 1.98500 -0.0596 -0.0379 -0.2687 -0.03
C 4.54280 1.24560 0.72860 0.4133 0.0575 0.1829 -0.04
C 3.16040 1.08840 0.55010 -0.1276 -0.0304 -0.0402 -0.15
N 2.30480 1.10460 1.54080 0.1218 0.0729 -0.3090 -0.01
C 2.73980 1.36030 2.78290 0.6421 0.2275 0.5266 -0.17
H -4.74730 -1.89500 2.82210 0.0010 -0.0764 -0.0763 0.10
H -3.30360 -0.48970 1.39010 0.0813 -0.0717 0.0656 0.08
H -3.97370 -2.39370 5.15490 -0.0212 -0.1020 0.0017 0.11
H -2.17860 -2.33610 6.79620 -0.0316 -0.0291 0.0411 0.09
H 0.09030 -1.55420 7.44860 0.0057 -0.0725 0.0273 0.09
H 1.37850 -0.14170 5.98950 -0.0703 0.0267 -0.0635 0.09
H 1.51620 1.99320 5.89140 -0.0231 -0.0926 0.0049 0.10
H 3.85470 2.54290 6.30160 0.0323 0.0339 0.0293 0.09
H 5.56700 2.19770 4.53610 0.0505 0.0676 0.0287 0.09
H 6.07600 1.61930 2.17930 0.0224 0.0879 -0.0456 0.11
H 5.21270 1.17160 -0.11540 -0.0155 -0.0169 -0.1086 0.10
H 2.75630 0.94440 -0.44280 -0.0543 -0.0467 -0.2714 0.08
C -4.80950 -1.44630 -2.11970 -0.3009 -0.1178 0.1010 -0.08
C -3.41020 -1.41110 -2.18990 0.2055 0.0065 -0.0863 -0.16
N -2.62850 -2.13610 -1.42750 0.3878 0.4934 -0.4216 0.13
C -3.16690 -2.94260 -0.50860 -0.7603 -0.2520 0.2653 -0.17
C -4.58450 -3.04450 -0.33410 0.3766 0.1750 -0.1609 -0.19
C -5.39060 -2.26750 -1.19300 0.0376 0.1295 -0.0726 -0.05
C -5.12750 -3.88960 0.64070 -0.4249 -0.2770 0.3813 -0.12
C -4.27980 -4.63600 1.43600 -0.3111 0.0796 -0.2142 -0.13
C -2.91150 -4.58440 1.27260 0.1305 -0.0978 0.0504 -0.05
C -2.29300 -3.75630 0.30930 0.4131 -0.3855 0.5055 -0.25
N -0.97920 -3.64180 0.21310 0.0536 0.9153 -0.4647 0.11
C -0.10960 -4.59490 0.54900 -0.2001 -0.5851 -0.2044 -0.25
C -0.29740 -5.94910 0.21110 -0.2372 0.4423 -0.0314 -0.06
C 0.62880 -6.92710 0.52750 0.4624 -0.2241 0.3090 -0.12
C 1.77860 -6.62330 1.22190 -0.0807 -0.4590 -0.1025 -0.10
C 2.04060 -5.28820 1.56660 -0.1270 0.3795 -0.0797 -0.18
C 3.19340 -4.90830 2.28480 0.0653 0.3071 0.0488 -0.04
C 3.40440 -3.58870 2.58140 0.1462 -0.4198 0.0303 -0.07
C 2.46520 -2.64650 2.13750 -0.2119 0.1376 -0.0568 -0.14
N 1.37780 -2.96500 1.48240 -0.0286 0.7088 0.1311 0.12
C 1.13090 -4.25040 1.20170 0.2172 -0.7869 0.0743 -0.16
H -5.40870 -0.84530 -2.79290 0.0224 0.0378 -0.0110 0.09
H -2.92200 -0.77260 -2.91600 0.0268 0.0961 -0.0443 0.08
H -6.46950 -2.34100 -1.10440 -0.0344 0.0188 0.0138 0.10
H -6.20380 -3.94220 0.76080 -0.0249 -0.0004 -0.0028 0.09
H -4.69810 -5.28190 2.19970 -0.0132 -0.0172 0.0650 0.09
H -2.27080 -5.17290 1.91690 -0.0009 0.0110 -0.0054 0.11
H -1.20280 -6.21700 -0.31960 -0.0184 0.0291 0.0087 0.10
H 0.43490 -7.95530 0.23940 -0.0112 -0.0109 -0.0058 0.09
H 2.48320 -7.39220 1.51350 0.0442 -0.0471 -0.0332 0.09
H 3.89950 -5.67240 2.59030 0.0181 -0.0222 0.0157 0.10
H 4.27170 -3.27290 3.14520 0.0388 0.0608 -0.0121 0.09
H 2.61150 -1.59250 2.33390 0.0600 0.1657 0.0581 0.09
C -0.63270 6.75260 -0.89260 0.0416 0.1987 0.3739 -0.06
N -0.86100 5.95980 -2.06230 -0.1203 -0.6148 -0.4599 -0.13
C -1.60150 6.28930 -3.16820 -0.0575 -0.0431 -0.4669 -0.08
C -1.63100 5.21400 -3.98140 -0.2499 0.5027 -0.1868 -0.07
N -0.92080 4.19700 -3.37750 -0.0632 0.7681 0.6484 0.01
C -0.43250 4.65510 -2.17100 0.2786 0.1745 0.2429 -0.73
S 0.55020 3.92140 -1.09130 0.5124 -0.4234 0.4777 0.75
C -0.77250 2.89480 -3.87780 0.1332 -0.9461 -0.4903 -0.28
C -0.66490 2.67300 -5.25080 0.0096 0.2190 0.2997 -0.01
C -0.57890 1.35860 -5.67590 -0.0646 -0.1654 0.1173 -0.07
C -0.56710 0.33920 -4.73750 -0.0061 0.0581 -0.0658 -0.05
C -0.64850 0.67960 -3.39220 -0.0082 -0.1568 -0.3350 -0.15
N -0.78120 1.92400 -2.98280 -0.2840 0.5988 0.1790 0.15
H -0.54820 7.80650 -1.15620 -0.0373 -0.0102 -0.0940 0.09
H 0.29750 6.40230 -0.44020 -0.1020 0.0914 -0.0139 0.05
H -1.44380 6.62010 -0.16850 0.0492 -0.0037 -0.0225 0.09
H -2.03670 7.26090 -3.29110 -0.1167 0.1064 -0.0360 0.11
H -2.13060 5.07650 -4.91780 -0.0566 -0.0239 -0.1605 0.11
H -0.62950 3.49310 -5.95500 0.0147 0.0401 0.0236 0.10
H -0.51860 1.13590 -6.73330 0.0609 -0.0110 -0.0163 0.10
H -0.49170 -0.69520 -5.03540 0.0693 -0.0853 0.0134 0.10
H -0.62580 -0.07290 -2.61970 0.0207 -0.1888 0.0028 0.07
I 4.43680 3.43540 -4.00040 0.0244 -0.4000 -0.1225 0.77
C 4.09510 1.36370 -4.30590 0.0957 0.9645 0.2231 -0.63
C 4.86780 0.65230 -5.19000 0.1052 -0.3627 -0.2452 -0.27
C 4.59500 -0.68360 -5.39120 0.8864 -0.0999 -0.7886 -0.66
I 5.79000 -1.71660 -6.84230 -0.2914 0.2509 0.3889 0.73
C 3.56380 -1.33840 -4.71010 -0.4903 -0.0481 0.3505 -0.23
C 3.21330 -2.69470 -4.85870 -0.0486 -0.2164 -0.0261 -0.07
C 2.16560 -3.21700 -4.14940 0.0901 -0.0129 -0.1011 -0.06
C 1.46210 -2.38570 -3.26790 -0.0519 -0.0486 0.0365 -0.14
N 1.77150 -1.12530 -3.09880 -0.4980 -0.1489 0.4653 0.13
C 2.77580 -0.58530 -3.78320 0.5089 -0.1702 -0.4689 -0.15
C 3.01570 0.83910 -3.54830 0.1285 0.3498 -0.0477 -0.50
O 2.33420 1.52100 -2.77420 -0.2868 -0.0116 0.3182 -0.12
H 5.67670 1.13520 -5.72290 -0.0436 -0.0059 -0.0047 0.07
H 3.78050 -3.32370 -5.53500 -0.0103 0.0542 -0.0084 0.05
H 1.88010 -4.25280 -4.26490 -0.0061 -0.0800 0.0324 0.10
H 0.62650 -2.75340 -2.68780 -0.1127 -0.1630 0.1149 0.10
O -2.31360 1.36090 0.11070 -1.0533 -0.2114 -1.6441 -0.77
As -2.97150 2.18370 1.31080 -1.8219 2.6162 1.8714 1.14
C -1.84890 2.94060 2.67830 0.0239 0.0304 -0.1033 -0.29
C -1.96670 2.77900 4.04810 -0.2481 -0.1239 0.0009 -0.10
C -1.08960 3.44430 4.88710 -0.0740 0.0530 0.0920 -0.08
C -0.09220 4.24930 4.36220 -0.0042 0.0315 0.0208 -0.09
C 0.03060 4.40300 2.99130 0.0352 0.1020 0.0544 -0.06
C -0.86040 3.76160 2.15380 -0.1457 -0.1199 -0.4035 -0.11
C -3.72180 3.82850 0.53040 0.1551 -0.0842 -0.1586 -0.26
C -4.40560 4.77210 1.28850 0.1462 -0.1390 0.1956 -0.09
C -4.97930 5.87540 0.67770 -0.0438 0.0154 0.1731 -0.10
C -4.88420 6.03190 -0.69630 -0.0375 0.1017 -0.1110 -0.10
C -4.21470 5.08990 -1.45890 -0.0942 0.0354 -0.0791 -0.09
C -3.63240 3.99340 -0.84460 0.2833 -0.3167 0.0229 -0.08
C -4.70250 1.54510 1.94460 -0.0574 -0.0759 -0.1807 -0.29
C -5.44750 0.94560 0.93400 0.3210 -0.0474 -0.2604 -0.10
C -6.70450 0.43450 1.19080 -0.0125 -0.0268 -0.0242 -0.07
C -7.23350 0.52210 2.46930 -0.0978 -0.0114 0.0138 -0.09
C -6.52560 1.17410 3.46330 -0.0526 0.0198 0.0351 -0.09
C -5.26900 1.69780 3.19940 0.2426 0.1504 0.1520 -0.09
H -2.71850 2.12200 4.46540 0.0931 -0.0502 0.0246 0.09
H -1.17570 3.32090 5.95800 0.0012 -0.0608 0.0573 0.10
H 0.59700 4.75170 5.02490 0.0952 0.0059 0.0614 0.10
H 0.81650 5.01800 2.57560 0.0577 0.0049 -0.0616 0.11
H -0.79860 3.87800 1.07170 0.2082 0.0767 0.1965 0.03
H -4.48170 4.63580 2.36400 -0.0313 0.0757 -0.0326 0.10
H -5.51030 6.60940 1.27110 0.0026 0.0117 0.0258 0.09
H -5.33820 6.89010 -1.17510 -0.0293 0.0413 -0.0141 0.09
H -4.14820 5.20750 -2.53110 0.0260 -0.0007 -0.0347 0.09
H -3.08960 3.24180 -1.41140 0.0034 0.0197 -0.0700 0.10
H -4.98860 0.84700 -0.04950 -0.1794 -0.0867 0.0489 0.11
H -7.26540 -0.04090 0.39980 -0.0036 -0.0968 -0.0713 0.10
H -8.19510 0.07970 2.69160 -0.0766 0.0267 -0.0105 0.10
H -6.94980 1.26890 4.45360 0.0177 -0.0013 0.0659 0.10
H -4.73460 2.20640 3.98870 0.0453 -0.0174 0.0482 0.09
```
Positions in Å, forces in eV/Å.

Results
Lowest unoccupied orbital energy (eV): 3.24
Net charge: -2
Relative energy (zero: lowest compared OMol25 entry of this formula, charge and spin) (kcal/mol): 27.28
Gap between HOMO and LUMO (eV): 4.8277